{"formula": "C13H28N9O3P2Sn", "method": "ωB97M-V/def2-TZVPD", "lumo_ev": [-12.03, -11.94], "charge": 3, "homo_lumo_gap_ev": [6.022, 6.108], "e_tot_ev": -57873.195, "homo_energy_ev": [-18.05, -18.05], "relative_energy_kcal_mol": 0.0, "species": ["Sn", "P", "P", "O", "O", "O", "N", "N", "N", "N", "N", "N", "N", "N", "N", "C", "C", "C", "C", "C", "C", "C", "C", "C", "C", "C", "C", "C", "H", "H", "H", "H", "H", "H", "H", "H", "H", "H", "H", "H", "H", "H", "H", "H", "H", "H", "H", "H", "H", "H", "H", "H", "H", "H", "H", "H"], "coordinates": [[0.0957, -0.7444, -0.4685], [-1.7161, 1.5017, 1.5636], [-3.4987, -0.2761, 0.0117], [-3.1360, 0.9823, 0.8927], [-0.6156, 0.5806, 1.0788], [-2.5465, -1.3898, 0.0377], [-2.0313, 1.4263, 3.1350], [0.5528, -2.3125, 1.1538], [-4.9598, -0.8220, 0.8440], [-3.9796, 0.2834, -1.4117], [1.3086, -4.4100, 2.1768], [-1.4244, 3.0040, 1.0802], [2.1013, 0.0808, 0.0885], [0.2107, -5.9118, 3.7785], [2.5499, 0.5740, 1.2604], [-6.1375, 0.0135, 0.9228], [-2.1880, 4.1359, 1.6347], [3.8414, 0.9216, 1.1767], [0.6968, -5.1666, 2.9965], [-0.6762, 3.3249, -0.1419], [4.2647, 0.6485, -0.1088], [-3.3316, 1.2638, 3.7913], [-4.4607, 1.6468, -1.6871], [-5.0633, -2.1649, 1.3631], [0.8383, -3.3071, 1.6711], [-4.1365, -0.6612, -2.5418], [-0.9667, 1.8845, 4.0487], [3.1474, 0.1292, -0.7506], [4.3678, 1.3354, 2.0216], [-4.0962, -2.6530, 1.3597], [-5.7727, -2.7282, 0.7410], [-0.0332, 2.0338, 3.5080], [-0.8110, 1.1364, 4.8245], [-6.0145, 0.9312, 0.3567], [-2.9084, 4.5069, 0.9045], [-5.5128, 1.6210, -1.9743], [-7.0033, -0.5490, 0.5610], [-1.3409, 3.4319, -1.0015], [-3.6268, -0.2494, -3.4114], [-0.1603, 4.2713, 0.0117], [5.2455, 0.8076, -0.5209], [-5.1931, -0.7860, -2.7775], [1.9369, 0.6325, 2.0564], [-1.4991, 4.9402, 1.8880], [-2.7204, 3.8380, 2.5352], [-4.0970, 0.9852, 3.0739], [-4.3338, 2.2889, -0.8194], [3.0502, -0.2118, -1.7703], [-3.8913, 2.0582, -2.5203], [0.0731, 2.5627, -0.3444], [-6.3274, 0.2474, 1.9769], [-3.6955, -1.6246, -2.2978], [-3.6273, 2.1980, 4.2718], [-5.4992, -2.1170, 2.3664], [-1.2493, 2.8295, 4.5145], [-3.2573, 0.4889, 4.5537]], "forces_ev_per_angstrom": [[0.0, 0.0, 0.0], [0.1, 0.0, 0.0], [0.0, 0.1, 0.0], [-0.1, 0.0, 0.0], [0.0, 0.0, -0.1], [0.0, 0.0, 0.0], [0.0, 0.1, 0.0], [-0.1, 0.0, 0.1], [0.0, 0.0, 0.1], [0.0, 0.0, 0.0], [0.0, 0.0, 0.0], [0.0, 0.0, 0.0], [0.0, 0.0, 0.0], [0.0, -0.1, 0.0], [0.0, 0.0, 0.0], [0.0, 0.0, 0.0], [0.0, 0.0, 0.0], [0.0, 0.0, 0.0], [0.0, 0.1, 0.1], [0.0, 0.0, 0.0], [0.0, 0.0, 0.0], [0.0, 0.0, 0.0], [0.0, 0.0, 0.0], [0.0, 0.0, -0.1], [0.0, 0.0, -0.1], [0.0, 0.0, 0.0], [0.0, 0.0, 0.0], [0.0, 0.0, 0.0], [0.0, 0.0, 0.0], [0.0, 0.0, 0.0], [0.0, 0.0, 0.0], [0.0, 0.0, 0.0], [0.0, 0.0, 0.0], [0.0, 0.0, 0.0], [0.0, 0.0, 0.0], [0.0, 0.0, 0.0], [0.0, 0.0, 0.0], [0.0, 0.0, 0.0], [0.0, 0.0, 0.0], [0.0, 0.0, 0.0], [0.0, 0.0, 0.0], [0.0, 0.0, 0.0], [0.0, 0.0, 0.0], [0.0, 0.0, 0.0], [0.0, 0.0, 0.0], [0.0, 0.0, 0.0], [0.0, 0.0, 0.0], [0.0, 0.0, 0.0], [0.0, 0.0, 0.0], [0.0, 0.0, 0.0], [0.0, 0.0, 0.0], [0.0, 0.0, 0.0], [0.0, 0.0, 0.0], [0.0, 0.0, 0.0], [0.0, 0.0, 0.0], [0.0, 0.0, 0.0]]}